# 1
Entry from the Open Molecules 2025 dataset: 2 unconnected molecules or ions with the total composition C4H13N2O3 (wB97M-V/def2-TZVPD).

Results
- calculated total energy (Ha) = -494.75423
- F_max (Eh/bohr) = 0.039
- HOMO energy (alpha / beta) (eV) = -19.26 / -19.17

Structure (ORCA input):
```
! wB97M-V def2-TZVPD RIJCOSX def2/J DEFGRID3
* xyz 2 2
O 1.148 -2.139 2.105
C 0.321 -2.080 1.246
O -0.965 -2.375 1.356
C 0.673 -1.523 -0.125
C -0.480 -0.768 -0.864
C -0.321 0.537 -1.639
N 0.015 1.742 -0.782
N 1.872 -0.789 0.080
H -1.091 -3.019 2.079
H 1.054 -2.345 -0.767
H -1.247 -0.585 -0.112
H -0.966 -1.486 -1.516
H 0.391 0.547 -2.454
H -1.285 0.710 -2.126
H 0.050 2.618 -1.317
H -0.656 1.859 0.015
H 0.902 1.583 -0.310
H 2.520 -0.741 -0.727
H 2.378 -0.995 0.963
H -1.961 2.521 1.880
H -1.114 3.826 1.645
O -1.237 2.904 1.369
*
```


# 2
Entry from the Open Molecules 2025 dataset: a molecular structure, C51H71As2BGe2N4O5Ti (wB97M-V/def2-TZVPD).

Results
- calculated total energy (Ha) = -12081.01101
- F_max (Eh/bohr) = 0.037
- HOMO energy (eV) = -7.16
- energy above the lowest of the compared OMol25 structures with the same formula, charge and spin (kcal per mole) = 33.1

Structure (ORCA input):
```
! wB97M-V def2-TZVPD RIJCOSX def2/J DEFGRID3
* xyz 0 1
Ti 0.047 0.201 -0.035
C 2.254 0.914 -4.875
C 1.989 1.317 -3.434
Ge 0.291 0.484 -2.608
C 0.076 -1.272 -3.664
C -0.675 -1.146 -4.980
C -0.955 1.755 -3.488
C -1.602 2.675 -2.770
Ge -1.532 2.320 -0.721
C -3.511 1.912 -0.288
C -4.557 3.006 -0.438
C -0.930 4.087 0.213
C -1.928 4.851 1.066
C -2.283 3.827 -3.367
C -2.772 4.848 -2.554
C -3.386 5.968 -3.082
C -3.519 6.104 -4.454
C -3.030 5.105 -5.282
C -2.426 3.983 -4.749
H 3.190 1.348 -5.230
H 1.453 1.270 -5.518
H 2.328 -0.165 -4.975
H 1.864 2.401 -3.401
H 2.852 1.076 -2.816
H -0.440 -1.988 -3.013
H 1.068 -1.690 -3.850
H -1.667 -0.731 -4.817
H -0.780 -2.119 -5.463
H -0.141 -0.486 -5.658
H -0.947 1.795 -4.569
H -3.531 1.533 0.734
H -3.782 1.088 -0.955
H -4.357 3.831 0.238
H -5.546 2.612 -0.201
H -4.577 3.381 -1.457
H -0.530 4.745 -0.562
H -0.105 3.795 0.861
H -2.680 5.352 0.462
H -1.411 5.614 1.649
H -2.418 4.173 1.755
H -2.658 4.743 -1.489
H -3.759 6.739 -2.420
H -3.998 6.975 -4.881
H -3.115 5.201 -6.356
H -2.063 3.219 -5.420
C -3.306 -1.308 -2.320
As -2.196 -1.339 -0.658
C -3.695 -1.421 0.651
C -1.851 -3.277 -0.527
C -2.391 -4.177 -1.439
C -2.200 -5.542 -1.309
C -1.450 -6.028 -0.254
C -0.906 -5.143 0.660
C -1.098 -3.773 0.543
As -0.326 -2.506 1.834
C 1.324 -3.484 2.363
C -1.389 -3.096 3.412
H -4.306 -1.718 -2.162
H -2.803 -1.858 -3.115
H -3.390 -0.268 -2.646
H -4.065 -2.444 0.768
H -4.515 -0.777 0.335
H -3.324 -1.063 1.613
H -2.980 -3.807 -2.268
H -2.632 -6.216 -2.034
H -1.284 -7.089 -0.146
H -0.313 -5.525 1.484
H 1.123 -4.255 3.108
H 2.014 -2.758 2.802
H 1.822 -3.935 1.506
H -1.497 -4.179 3.448
H -2.378 -2.643 3.401
H -0.884 -2.760 4.317
N 2.698 3.477 0.326
C 1.765 2.674 -0.224
N 1.389 1.707 0.579
C 2.152 1.841 1.716
C 2.246 1.066 2.870
C 3.083 1.507 3.878
C 3.843 2.671 3.745
C 3.811 3.418 2.585
C 2.972 2.983 1.572
H 3.162 4.246 -0.129
H 1.380 2.818 -1.218
H 1.684 0.146 2.980
H 3.155 0.941 4.796
H 4.478 2.985 4.561
H 4.407 4.308 2.469
C -3.668 4.681 6.141
C -3.160 3.368 6.745
C -2.215 3.718 7.903
C -4.365 2.572 7.268
C -2.431 2.494 5.740
C -1.797 1.342 6.211
C -1.141 0.461 5.372
C -1.150 0.756 4.027
O -0.636 0.059 2.986
B -0.929 0.774 1.805
O -1.622 1.927 2.185
C -1.769 1.906 3.537
C -2.415 2.788 4.379
H -4.130 5.278 6.925
H -4.418 4.498 5.374
H -2.848 5.255 5.714
H -2.697 4.420 8.580
H -1.304 4.174 7.519
H -1.938 2.840 8.478
H -4.920 3.158 7.998
H -4.047 1.645 7.737
H -5.031 2.324 6.444
H -1.815 1.116 7.265
H -0.648 -0.423 5.740
H -2.889 3.667 3.976
C 4.402 -1.757 -3.204
C 5.317 -1.149 -2.147
C 4.745 -1.239 -0.704
C 5.908 -1.049 0.288
C 5.456 -1.058 1.743
C 4.111 -2.604 -0.544
O 4.726 -3.638 -0.399
N 2.736 -2.625 -0.631
C 1.933 -1.503 -0.586
O 0.681 -1.655 -0.586
N 2.440 -0.295 -0.535
C 3.773 -0.064 -0.537
O 4.210 1.075 -0.451
H 4.765 -1.508 -4.197
H 3.390 -1.368 -3.108
H 4.376 -2.842 -3.114
H 5.483 -0.090 -2.362
H 6.284 -1.659 -2.173
H 6.370 -0.085 0.060
H 6.642 -1.841 0.130
H 4.719 -0.276 1.920
H 6.307 -0.880 2.398
H 5.023 -2.020 2.009
H 2.271 -3.528 -0.649
*
```


# 3
Entry from the Open Molecules 2025 dataset: a gas-phase ion, C9H11N2O2 (charge +1) (wB97M-V/def2-TZVPD).

Results
- calculated total energy (Ha) = -609.12442
- F_max (Eh/bohr) = 0.080
- HOMO energy (alpha / beta) (eV) = -11.44 / -11.44
- energy above the lowest of the compared OMol25 structures with the same formula, charge and spin (kcal per mole) = 103.6

Structure (ORCA input):
```
! wB97M-V def2-TZVPD RIJCOSX def2/J DEFGRID3
* xyz 1 1
C 2.603 0.395 -0.429
C 3.069 -0.968 -0.420
C 1.214 0.820 -0.390
C 2.068 -1.896 -0.128
C 0.309 -0.188 -0.209
C 0.722 -1.501 -0.058
C -1.810 -1.246 -0.310
C -1.199 0.103 -0.054
C -1.804 0.467 1.406
N -0.198 -2.397 0.488
N -1.656 1.152 -1.008
O -2.750 -1.622 -0.921
O 0.019 -3.633 -0.026
H 3.365 1.214 -0.565
H 4.139 -1.242 -0.314
H 0.881 1.817 -0.290
H 2.310 -2.914 -0.128
H -2.185 -0.462 1.703
H -2.476 1.340 1.520
H -1.000 0.789 2.116
H -2.670 1.178 -0.971
H -1.536 1.053 -1.999
H -1.083 1.964 -0.772
H -0.408 -4.224 0.572
*
```


# 4
Entry from the Open Molecules 2025 dataset: 2 unconnected molecules or ions with the total composition C2H8NO (wB97M-V/def2-TZVPD).

Results
- calculated total energy (Ha) = -210.95969
- F_max (Eh/bohr) = 0.016
- HOMO energy (eV) = -2.41
- energy above the lowest of the compared OMol25 structures with the same formula, charge and spin (kcal per mole) = 15.4

Structure (ORCA input):
```
! wB97M-V def2-TZVPD RIJCOSX def2/J DEFGRID3
* xyz -1 1
O -1.481 1.231 -2.212
H -0.952 2.031 -2.121
C -0.067 -0.799 -0.506
C -0.159 -0.092 0.830
N 1.063 -0.093 1.652
H -0.667 -0.184 -1.232
H 0.960 -0.886 -0.853
H -0.514 -1.790 -0.444
H -0.477 0.940 0.651
H -0.989 -0.519 1.393
H 1.782 -0.665 1.214
H 1.499 0.827 1.627
*
```


# 5
Entry from the Open Molecules 2025 dataset: a molecular structure, C13H30BCdO6P2 (wB97M-V/def2-TZVPD).

Results
- calculated total energy (Ha) = -1839.66910
- F_max (Eh/bohr) = 0.026
- HOMO energy (eV) = -10.87

Structure (ORCA input):
```
! wB97M-V def2-TZVPD RIJCOSX def2/J DEFGRID3
* xyz 1 1
C -4.549 -2.337 1.544
C -3.850 -2.654 2.840
O -4.135 -2.104 3.879
O -2.920 -3.641 2.826
C -1.964 -3.622 1.765
C -1.093 -2.360 1.800
C 0.402 -2.670 1.907
C 1.296 -1.504 2.362
C 1.948 -0.709 1.227
C 0.914 -0.132 0.250
C 1.344 1.171 -0.461
C 0.548 2.386 0.043
B 1.088 3.818 -0.404
O 0.902 4.273 -1.694
O 1.783 4.644 0.442
O 2.692 1.472 -0.313
P 3.538 1.926 -1.738
O 2.054 1.849 -2.617
C 1.273 0.877 -2.072
P -0.303 0.526 -2.943
C -0.550 -1.258 -2.763
C -1.722 1.333 -2.167
H -4.414 -3.088 0.770
H -5.611 -2.260 1.777
H -4.225 -1.365 1.171
H -2.472 -3.720 0.802
H -1.363 -4.519 1.895
H -1.287 -1.782 0.889
H -1.384 -1.745 2.654
H 0.523 -3.478 2.634
H 0.787 -3.066 0.960
H 2.109 -1.931 2.951
H 0.747 -0.821 3.015
H 2.616 -1.394 0.698
H 2.558 0.096 1.636
H 0.010 0.105 0.819
H 0.635 -0.895 -0.475
H -0.514 2.291 -0.177
H 0.639 2.332 1.133
H 1.027 5.240 -1.735
H 1.631 4.439 1.371
H 4.694 2.146 -0.925
H 3.293 3.389 -1.658
H 4.056 2.375 -3.054
H 4.031 0.622 -2.102
H 1.842 -0.080 -2.097
H -1.175 -1.603 -3.584
H 0.428 -1.736 -2.835
H -1.003 -1.543 -1.811
H -1.977 0.920 -1.188
H -1.562 2.406 -2.090
H -2.574 1.171 -2.831
Cd -0.763 6.208 -2.327
*
```


# 6
Entry from the Open Molecules 2025 dataset: a molecular structure, C39H42BrCl2NO4PtS (wB97M-V/def2-TZVPD).

Results
- calculated total energy (Ha) = -5878.94472
- F_max (Eh/bohr) = 0.042
- HOMO energy (alpha / beta) (eV) = -2.83 / -4.87
- energy above the lowest of the compared OMol25 structures with the same formula, charge and spin (kcal per mole) = 13.0

Structure (ORCA input):
```
! wB97M-V def2-TZVPD RIJCOSX def2/J DEFGRID3
* xyz -1 4
Pt -1.344 1.610 -1.105
C 5.073 1.694 2.891
C 3.876 1.690 3.846
C 3.974 0.438 4.727
C 3.966 2.945 4.724
C 2.548 1.710 3.109
C 2.463 1.795 1.733
C 1.233 1.884 1.120
Br 1.247 2.000 -0.802
C -0.013 1.865 1.795
O -1.132 2.004 1.216
C 0.099 1.739 3.228
C 1.342 1.688 3.819
C -1.184 1.722 4.049
C -0.927 1.674 5.560
C -2.007 2.983 3.758
C -1.993 0.480 3.654
H 5.997 1.681 3.467
H 5.074 2.589 2.273
H 5.062 0.818 2.247
H 4.936 0.415 5.238
H 3.884 -0.459 4.119
H 3.190 0.420 5.479
H 4.923 2.978 5.241
H 3.173 2.961 5.467
H 3.872 3.836 4.108
H 3.340 1.815 1.108
H 1.398 1.630 4.893
H -0.366 2.547 5.891
H -0.389 0.771 5.845
H -1.883 1.672 6.082
H -1.443 3.877 4.020
H -2.929 2.970 4.338
H -2.261 3.028 2.704
H -1.436 -0.426 3.890
H -2.205 0.494 2.589
H -2.938 0.458 4.194
Cl 1.080 -1.080 -2.325
C -0.105 -1.708 -3.399
C -0.188 -3.084 -3.558
C -1.154 -3.632 -4.377
C -2.061 -2.806 -5.017
C -1.965 -1.434 -4.854
Cl -3.139 -0.422 -5.639
C -0.973 -0.831 -4.071
N -0.936 0.548 -3.926
C 0.198 1.353 -4.160
C 1.403 0.802 -4.589
C 2.537 1.587 -4.703
C 2.479 2.937 -4.410
C 1.260 3.505 -4.088
C 0.101 2.744 -3.990
C -1.194 3.461 -3.749
C -1.121 4.326 -2.450
O -0.819 5.501 -2.543
O -1.412 3.727 -1.373
H 0.495 -3.713 -3.012
H -1.216 -4.699 -4.495
H -2.834 -3.212 -5.651
H -1.796 0.978 -4.258
H 1.449 -0.244 -4.851
H 3.469 1.133 -5.011
H 3.371 3.546 -4.452
H 1.186 4.565 -3.892
H -2.047 2.789 -3.638
H -1.377 4.145 -4.582
S -4.518 1.755 -0.430
C -3.307 1.375 -1.346
C -0.690 -6.919 -0.283
C -1.030 -5.461 -0.388
C -0.270 -4.486 0.255
C -0.567 -3.144 0.173
C 0.251 -2.164 0.959
C -1.666 -2.716 -0.638
C -1.898 -1.361 -0.934
O -1.150 -0.395 -0.523
C -2.500 -3.721 -1.222
C -3.761 -3.362 -1.957
C -2.158 -5.047 -1.096
H 0.285 -7.055 0.178
H -0.673 -7.388 -1.266
H -1.438 -7.437 0.318
H 0.584 -4.796 0.846
H 0.887 -2.681 1.675
H -0.395 -1.471 1.492
H 0.888 -1.567 0.311
H -2.741 -1.116 -1.587
H -4.423 -2.772 -1.324
H -4.286 -4.270 -2.254
H -3.547 -2.782 -2.854
H -2.786 -5.798 -1.557
*
```


Repeat the sixth record exactly.
Entry from the Open Molecules 2025 dataset: a molecular structure, C39H42BrCl2NO4PtS (wB97M-V/def2-TZVPD).

Results
- calculated total energy (Ha) = -5878.94472
- F_max (Eh/bohr) = 0.042
- HOMO energy (alpha / beta) (eV) = -2.83 / -4.87
- energy above the lowest of the compared OMol25 structures with the same formula, charge and spin (kcal per mole) = 13.0

Structure (ORCA input):
```
! wB97M-V def2-TZVPD RIJCOSX def2/J DEFGRID3
* xyz -1 4
Pt -1.344 1.610 -1.105
C 5.073 1.694 2.891
C 3.876 1.690 3.846
C 3.974 0.438 4.727
C 3.966 2.945 4.724
C 2.548 1.710 3.109
C 2.463 1.795 1.733
C 1.233 1.884 1.120
Br 1.247 2.000 -0.802
C -0.013 1.865 1.795
O -1.132 2.004 1.216
C 0.099 1.739 3.228
C 1.342 1.688 3.819
C -1.184 1.722 4.049
C -0.927 1.674 5.560
C -2.007 2.983 3.758
C -1.993 0.480 3.654
H 5.997 1.681 3.467
H 5.074 2.589 2.273
H 5.062 0.818 2.247
H 4.936 0.415 5.238
H 3.884 -0.459 4.119
H 3.190 0.420 5.479
H 4.923 2.978 5.241
H 3.173 2.961 5.467
H 3.872 3.836 4.108
H 3.340 1.815 1.108
H 1.398 1.630 4.893
H -0.366 2.547 5.891
H -0.389 0.771 5.845
H -1.883 1.672 6.082
H -1.443 3.877 4.020
H -2.929 2.970 4.338
H -2.261 3.028 2.704
H -1.436 -0.426 3.890
H -2.205 0.494 2.589
H -2.938 0.458 4.194
Cl 1.080 -1.080 -2.325
C -0.105 -1.708 -3.399
C -0.188 -3.084 -3.558
C -1.154 -3.632 -4.377
C -2.061 -2.806 -5.017
C -1.965 -1.434 -4.854
Cl -3.139 -0.422 -5.639
C -0.973 -0.831 -4.071
N -0.936 0.548 -3.926
C 0.198 1.353 -4.160
C 1.403 0.802 -4.589
C 2.537 1.587 -4.703
C 2.479 2.937 -4.410
C 1.260 3.505 -4.088
C 0.101 2.744 -3.990
C -1.194 3.461 -3.749
C -1.121 4.326 -2.450
O -0.819 5.501 -2.543
O -1.412 3.727 -1.373
H 0.495 -3.713 -3.012
H -1.216 -4.699 -4.495
H -2.834 -3.212 -5.651
H -1.796 0.978 -4.258
H 1.449 -0.244 -4.851
H 3.469 1.133 -5.011
H 3.371 3.546 -4.452
H 1.186 4.565 -3.892
H -2.047 2.789 -3.638
H -1.377 4.145 -4.582
S -4.518 1.755 -0.430
C -3.307 1.375 -1.346
C -0.690 -6.919 -0.283
C -1.030 -5.461 -0.388
C -0.270 -4.486 0.255
C -0.567 -3.144 0.173
C 0.251 -2.164 0.959
C -1.666 -2.716 -0.638
C -1.898 -1.361 -0.934
O -1.150 -0.395 -0.523
C -2.500 -3.721 -1.222
C -3.761 -3.362 -1.957
C -2.158 -5.047 -1.096
H 0.285 -7.055 0.178
H -0.673 -7.388 -1.266
H -1.438 -7.437 0.318
H 0.584 -4.796 0.846
H 0.887 -2.681 1.675
H -0.395 -1.471 1.492
H 0.888 -1.567 0.311
H -2.741 -1.116 -1.587
H -4.423 -2.772 -1.324
H -4.286 -4.270 -2.254
H -3.547 -2.782 -2.854
H -2.786 -5.798 -1.557
*
```


Among the records above, which one has the lowest F_max? C2H8NO


Which value of F_max does entry 1 give? 0.039 Eh/bohr


The highest calculated total energy belongs to which entry? C2H8NO